(1)
The molecule CBrF4N, computed with ωB97M-V with the def2-TZVPD basis set.

```
7
CBrF4N, DFT ωB97M-V with the def2-TZVPD basis set
C 0.5578 -0.3027 0.0146
N -0.4307 0.5812 -0.5481
F 0.3450 -1.5529 -0.4390
F 0.5199 -0.4349 1.3289
F 1.7968 0.0733 -0.4093
F -0.4206 1.8183 -0.0099
Br -2.3681 -0.1823 0.0627
```

Calculated values
- structure (SMILES) = FN(Br)C(F)(F)F
- max |F| (eV/Å) = 3.65
- DFT total energy (a.u.) = -3066.223745
- energy relative to the best compared isomer or geometry (same formula, charge and spin) (kcal per mole) = 4.5
- Kohn-Sham gap (eV) = 8.96

Mulliken population analysis, charges in e, atoms 1 to 5: 0.881, -0.214, -0.221, -0.208, -0.214

(2)
The molecule C3H6N2OS2, computed with ωB97M-V with the def2-TZVPD basis set.

```
14
C3H6N2OS2, DFT ωB97M-V with the def2-TZVPD basis set
C -1.7778 -0.3107 -0.0753
C 1.6304 -0.4224 0.1983
C 1.1291 0.9608 -0.1821
H -1.3413 -2.0396 0.9078
H 1.6172 -0.4959 1.2994
H 2.6432 -0.5982 -0.1905
H 1.0276 1.0195 -1.2910
H 1.8917 1.6716 0.1650
H -1.8370 1.6001 -0.6056
N -0.8969 -1.3117 0.3866
N -1.1480 0.8101 -0.5151
O -0.1201 1.2770 0.3358
S -3.4133 -0.4546 -0.0643
S 0.5951 -1.7059 -0.3689
```

Calculated values
- structure (SMILES) = S=C1NOCCSN1
- max |F| (eV/Å) = 2.30
- DFT total energy (a.u.) = -1098.965738
- energy relative to the best compared isomer or geometry (same formula, charge and spin) (kcal per mole) = 67.9
- Kohn-Sham gap (eV) = 8.95

Mulliken population analysis, charges in e, atoms 1 to 5: 0.237, -0.499, -0.377, 0.265, 0.282

(3)
A cluster of 2 separate species, CH3N2PS in total, computed with ωB97M-V with the def2-TZVPD basis set.

```
8
CH3N2PS, DFT ωB97M-V with the def2-TZVPD basis set
C -2.2842 1.7959 -0.0198
N -2.2059 2.6986 -0.7397
N 1.3967 0.6821 0.3155
P -2.1981 0.3288 0.9434
S -2.8110 -0.8949 -0.6311
H 1.9689 1.2964 -0.1478
H 1.1681 -0.0555 -0.3368
H -2.0742 -2.0200 -0.0949
```

Calculated values
- max |F| (eV/Å) = 3.39
- DFT total energy (a.u.) = -888.831650
- energy relative to the best compared isomer or geometry (same formula, charge and spin) (kcal per mole) = 85.2
- Kohn-Sham gap (alpha / beta) (eV) = 8.78 / 7.64

Mulliken population analysis, charges in e, atoms 1 to 5: 0.297, -0.335, -0.441, 0.058, -0.212

(4)
The molecule C3H6N4O, computed with ωB97M-V with the def2-TZVPD basis set.

```
14
C3H6N4O, DFT ωB97M-V with the def2-TZVPD basis set
C -0.7240 0.0256 -0.7510
C -0.2615 -0.2329 0.5095
N 1.0579 -0.2793 0.9471
C 1.1363 0.7912 -2.0534
O -2.0153 0.2115 -1.0274
N -1.3692 -0.4375 1.4047
N 0.1556 0.0210 -1.8669
N -1.2583 -0.5814 2.6243
H -2.5102 0.0092 -0.2087
H 1.7512 -0.2190 0.2127
H 1.2355 -1.0638 1.5664
H -0.2841 -0.5404 2.9961
H 1.7295 0.6536 -2.9492
H 1.3566 1.6421 -1.4043
```

Calculated values
- structure (SMILES) = [H]/N=N\C(N)=C(/O)N=C
- max |F| (eV/Å) = 1.80
- DFT total energy (a.u.) = -412.083226
- energy relative to the best compared isomer or geometry (same formula, charge and spin) (kcal per mole) = 78.9
- Kohn-Sham gap (eV) = 8.07

Mulliken population analysis, charges in e, atoms 1 to 5: 0.282, 0.608, -0.596, -0.387, -0.523

(5)
A structure of composition C44H48N2O3P2PdS2, computed with ωB97M-V with the def2-TZVPD basis set.

```
102
C44H48N2O3P2PdS2, DFT ωB97M-V with the def2-TZVPD basis set
Pd -0.6582 0.2033 0.0455
O 1.5253 -0.6819 -1.2162
S 2.8408 -0.6818 -1.9173
C 2.5534 -1.3858 -3.5556
C 1.2063 -1.0018 -4.1600
C 0.0485 -1.8883 -3.6683
C -1.1746 -1.1012 -3.2158
S -2.6867 -2.0562 -3.3290
O -3.7474 -1.2165 -2.7097
C -2.2655 -3.3445 -2.1534
C -1.4574 -4.4051 -2.5410
C -1.1747 -5.4173 -1.6356
C -1.7344 -5.3821 -0.3647
C -2.5645 -4.3328 0.0038
C -2.8236 -3.2981 -0.8852
C 3.1452 1.0065 -2.4349
C 2.1180 1.9316 -2.3618
C 2.3764 3.2515 -2.7094
C 3.6455 3.6343 -3.1191
C 4.6704 2.6974 -3.1826
C 4.4229 1.3793 -2.8331
H 2.6357 -2.4669 -3.4224
H 3.3981 -1.0659 -4.1708
H 1.3002 -1.0841 -5.2448
H 1.0004 0.0534 -3.9552
H 0.3860 -2.5165 -2.8423
H -0.2407 -2.5677 -4.4782
H -1.3695 -0.2496 -3.8722
H -1.0838 -0.7053 -2.2141
H -1.0525 -4.4484 -3.5453
H -0.5347 -6.2395 -1.9292
H -1.5299 -6.1782 0.3401
H -3.0061 -4.3183 0.9915
H -3.4543 -2.4578 -0.6223
H 1.1332 1.6221 -2.0319
H 1.5775 3.9811 -2.6495
H 3.8421 4.6665 -3.3792
H 5.6627 2.9949 -3.4956
H 5.2214 0.6455 -2.8594
N -0.4291 -0.0879 2.8475
P -0.6900 -1.3287 1.6945
C -1.8036 -2.4111 2.6756
C -1.4830 -3.6797 3.1511
C -2.4340 -4.4452 3.8186
C -3.7113 -3.9491 4.0269
C -4.0367 -2.6756 3.5723
C -3.0926 -1.9194 2.8974
C 0.8351 -2.3239 1.6164
C 0.8686 -3.3431 0.6623
C 2.0146 -4.0976 0.4776
C 3.1571 -3.8217 1.2229
C 3.1391 -2.7961 2.1547
C 1.9803 -2.0527 2.3537
P -0.0440 1.3255 1.9529
C 1.7374 1.5700 2.3109
C 2.6325 1.3671 1.2698
C 4.0047 1.4458 1.4831
C 4.4900 1.7173 2.7519
C 3.6027 1.9168 3.8065
C 2.2367 1.8471 3.5854
C -0.7717 2.6232 3.0179
C -0.3062 3.9358 2.9088
C -0.9161 4.9647 3.6079
C -2.0096 4.7006 4.4250
C -2.4852 3.4033 4.5316
C -1.8746 2.3708 3.8287
H -0.1711 -0.2469 3.8153
H -0.4917 -4.0826 2.9995
H -2.1687 -5.4312 4.1798
H -4.4534 -4.5471 4.5405
H -5.0315 -2.2778 3.7304
H -3.3622 -0.9365 2.5243
H -0.0120 -3.5383 0.0551
H 2.0217 -4.8949 -0.2554
H 4.0585 -4.4017 1.0699
H 4.0287 -2.5667 2.7282
H 1.9854 -1.2379 3.0726
H 2.2460 1.1219 0.2893
H 4.6842 1.2905 0.6529
H 5.5573 1.7743 2.9252
H 3.9810 2.1307 4.7982
H 1.5528 2.0222 4.4090
H 0.5518 4.1516 2.2808
H -0.5338 5.9740 3.5185
H -2.4871 5.5026 4.9731
H -3.3369 3.1870 5.1646
H -2.2596 1.3619 3.9123
C -2.7693 4.8669 -2.8002
N -1.9588 3.6658 -2.8557
C -1.4412 3.2698 -4.1547
C -1.9134 2.7519 -1.8524
C -2.6064 3.0639 -0.5500
O -1.3099 1.6959 -2.0060
H -2.3008 5.6419 -3.4064
H -2.8387 5.2389 -1.7831
H -3.7820 4.6999 -3.1814
H -1.2464 4.1636 -4.7455
H -2.1518 2.6377 -4.6948
H -0.5160 2.7130 -4.0304
H -3.6283 3.4109 -0.6947
H -2.0619 3.8383 -0.0039
H -2.5972 2.1548 0.0476
```

Calculated values
- max |F| (eV/Å) = 0.62
- DFT total energy (a.u.) = -3647.668463
- energy relative to the best compared isomer or geometry (same formula, charge and spin) (kcal per mole) = 2.6
- Kohn-Sham gap (eV) = 6.18

Mulliken population analysis, charges in e, atoms 1 to 5: -0.401, -0.031, 0.013, -1.176, -0.416

(6)
A structure of composition C26H27AsMnN8O8S3, computed with ωB97M-V with the def2-TZVPD basis set.

```
74
C26H27AsMnN8O8S3, DFT ωB97M-V with the def2-TZVPD basis set
Mn -0.9519 0.4571 -0.7224
C -2.2917 -1.3980 5.0601
C -1.6912 -2.5401 4.2418
N -0.6072 -2.1376 3.3484
C -0.8736 -1.5750 2.0843
S 0.1749 -2.0482 0.8078
N -1.8843 -0.7589 2.0344
N -2.1846 -0.1864 0.8411
C -3.3467 0.4683 0.7749
C -4.1725 0.7042 1.9955
C -3.7197 0.8904 -0.5046
C -4.9251 1.5480 -0.8587
C -5.1887 1.8317 -2.1683
C -4.2524 1.4635 -3.1769
C -3.0825 0.8768 -2.7765
N -2.8054 0.5928 -1.5010
H -3.0814 -1.7742 5.7232
H -2.7040 -0.6515 4.3870
H -1.5150 -0.9192 5.6648
H -2.4900 -3.0430 3.6768
H -1.2617 -3.2720 4.9290
H 0.0746 -2.8598 3.1974
H -3.5059 0.8080 2.8481
H -4.8546 -0.1276 2.1967
H -4.7562 1.6202 1.8890
H -5.6218 1.8251 -0.0771
H -6.1053 2.3427 -2.4396
H -4.4332 1.6639 -4.2240
H -2.3122 0.6085 -3.4894
O -0.8308 4.7266 -1.4243
As 0.3335 3.4309 -1.8930
O 1.0194 3.9040 -3.3004
O -0.6008 2.0305 -1.9487
C 1.5391 3.7370 -0.3923
C 2.6826 4.4570 -0.7066
C 3.6261 4.7253 0.2723
C 3.4438 4.2663 1.5710
C 2.3146 3.5314 1.8975
C 1.3608 3.2772 0.9197
S 0.0227 2.1830 1.3265
O -1.1992 2.6876 0.7457
O 0.0207 2.0359 2.7580
O 0.4381 0.9234 0.5978
H -1.6587 4.4863 -1.8670
H 2.8140 4.7730 -1.7348
H 4.5197 5.2825 0.0197
H 4.1924 4.4646 2.3285
H 2.1527 3.1376 2.8920
N 5.4840 -3.9094 1.1461
C 4.7255 -3.0416 0.3275
C 3.8093 -2.1629 0.8991
C 3.0847 -1.2877 0.1084
C 3.2735 -1.2893 -1.2670
C 4.1820 -2.1585 -1.8492
C 4.9142 -3.0283 -1.0528
S 2.3665 -0.1637 -2.2974
O 2.6247 1.1568 -1.7745
O 2.7743 -0.4445 -3.6525
N 0.8257 -0.4638 -2.0418
C 0.2533 -1.6284 -2.4150
N -1.0924 -1.5711 -2.2680
C -1.7877 -2.6513 -2.5361
C -1.1947 -3.8280 -2.9750
C 0.1846 -3.7851 -3.1084
N 0.9224 -2.7148 -2.8475
H 5.0270 -4.1237 2.0176
H 5.7729 -4.7499 0.6753
H 3.6448 -2.1788 1.9727
H 2.3536 -0.6232 0.5519
H 4.2978 -2.1447 -2.9259
H 5.6300 -3.7137 -1.5006
H -2.8641 -2.5781 -2.3920
H -1.7666 -4.7212 -3.1772
H 0.7328 -4.6648 -3.4410
```

Calculated values
- 2S+1 = 6
- max |F| (eV/Å) = 0.77
- total charge = -2
- DFT total energy (a.u.) = -6628.411046
- energy relative to the best compared isomer or geometry (same formula, charge and spin) (kcal per mole) = 72.9
- Kohn-Sham gap (alpha / beta) (eV) = 4.46 / 6.43

Mulliken population analysis, charges in e, atoms 1 to 5: 0.559, -0.647, -0.416, -0.244, -0.016